Record 1
Here is a structure of composition C58H112Br12Hg2N6O6 in a non-equilibrium geometry from the Open Molecules 2025 dataset. Energies are from the ωB97M-V functional and the def2-TZVPD basis.

As for the strongest force on any atom: 0.08377 Eh/bohr. The value obtained for the electronic energy is -932026.9776 eV. The total charge is -2. The energy above the lowest of the compared OMol25 structures with the same formula, charge and spin is 163.43 kcal per mole. Its gap between HOMO and LUMO is 1.95 eV.

Positions of all 196 atoms, in Å:
1 Hg 2.505641 -0.751920 -1.894392
2 Hg -1.148242 1.195478 -1.038537
3 C 2.697408 -1.501681 -5.033250
4 C 4.177393 -0.852619 -4.903796
5 C 4.066765 0.475842 -5.668313
6 C 5.221751 1.447818 -5.467283
7 C 5.343890 1.703726 -3.978053
8 C 5.488116 0.365376 -3.074106
9 N 4.346820 -0.571947 -3.477005
10 O 4.411418 -1.754204 -2.698275
11 C 5.342987 0.899964 -1.568093
12 C 7.045636 -0.142366 -3.309823
13 C 5.267658 -1.812341 -5.557603
14 H 1.929367 -1.175999 -4.331722
15 H 2.676007 -2.591454 -5.026927
16 H 2.283752 -1.202054 -5.996176
17 H 3.103074 0.974518 -5.564785
18 H 4.106865 0.224158 -6.728107
19 H 5.112941 2.430210 -5.926813
20 H 6.061714 0.827448 -5.779878
21 H 4.458183 2.275329 -3.700775
22 H 6.246085 2.306322 -3.873133
23 H 6.234317 1.486542 -1.345448
24 H 5.461182 0.007217 -0.953996
25 H 4.466813 1.501983 -1.327236
26 H 7.034667 -1.232308 -3.310616
27 H 7.623001 0.142352 -2.430233
28 H 7.397498 0.150732 -4.298955
29 H 5.117121 -1.746465 -6.635153
30 H 5.247460 -2.850993 -5.227613
31 H 6.266737 -1.429302 -5.349692
32 C -5.610991 -1.033291 0.326981
33 C -4.752771 -0.748438 -0.897197
34 C -5.578782 -0.729977 -2.199693
35 C -6.263017 0.540421 -2.445533
36 C -5.402744 1.781488 -2.375776
37 C -4.717018 1.852041 -0.983054
38 N -4.025257 0.565120 -0.710955
39 O -3.044365 0.578595 0.290727
40 C -5.635087 2.367223 0.106883
41 C -3.558533 2.890311 -1.275822
42 C -3.752146 -1.980812 -0.928419
43 H -6.614974 -0.617853 0.240140
44 H -5.202665 -0.630288 1.253784
45 H -5.715744 -2.106176 0.488380
46 H -6.366108 -1.483315 -2.173542
47 H -5.030328 -1.082539 -3.073195
48 H -7.145930 0.557455 -1.806566
49 H -6.706545 0.405201 -3.431993
50 H -6.197861 2.503014 -2.563631
51 H -4.679637 1.858862 -3.187714
52 H -6.547130 1.771559 0.068510
53 H -5.908964 3.414336 -0.022171
54 H -5.221855 2.322169 1.114514
55 H -2.878776 2.321843 -1.910559
56 H -3.012165 3.212480 -0.389372
57 H -3.850636 3.735955 -1.898445
58 H -2.948705 -1.867022 -1.656182
59 H -4.332456 -2.861995 -1.201995
60 H -3.307030 -2.199599 0.042207
61 C -3.731312 -2.519458 5.982681
62 C -4.033555 -1.859055 4.490781
63 C -5.338097 -2.479726 3.831149
64 C -6.627217 -1.841597 4.445841
65 C -6.511664 -0.329199 4.200109
66 C -5.313724 0.321131 5.018972
67 N -4.065340 -0.366968 4.465690
68 O -2.833478 0.268841 4.960850
69 C -5.662019 0.210437 6.516251
70 C -5.422596 1.881802 4.731934
71 C -2.977282 -2.280102 3.467028
72 H -4.437353 -2.363545 6.798336
73 H -2.720140 -2.373649 6.362643
74 H -3.716952 -3.598126 5.826629
75 H -5.324446 -3.464232 4.298764
76 H -5.270840 -2.619610 2.752258
77 H -6.890194 -2.154551 5.456286
78 H -7.411463 -2.242290 3.803590
79 H -7.470918 0.143683 4.410602
80 H -6.328730 -0.128501 3.144477
81 H -4.715419 0.348689 7.038679
82 H -5.924882 -0.765022 6.925497
83 H -6.406806 0.963322 6.774245
84 H -5.457916 2.045738 3.654911
85 H -4.641889 2.494009 5.183371
86 H -6.329168 2.378795 5.077221
87 H -1.990908 -2.059860 3.875256
88 H -2.981607 -1.747240 2.516163
89 H -2.957917 -3.345674 3.238365
90 C -1.738051 0.080920 -4.491838
91 C -0.875124 1.446666 -4.628173
92 C -1.955167 2.587974 -5.064069
93 C -1.453568 4.055770 -5.119737
94 C -0.703734 4.399087 -3.750818
95 C 0.305866 3.206678 -3.314971
96 N -0.268650 1.866358 -3.337831
97 O 0.564746 0.896941 -2.748340
98 C 0.406504 3.650995 -1.789180
99 C 1.657950 3.450373 -3.998661
100 C 0.088455 1.223441 -5.775797
101 H -2.771741 0.304692 -4.228222
102 H -1.317083 -0.655757 -3.807580
103 H -1.882242 -0.448251 -5.433796
104 H -2.720357 2.536454 -4.289506
105 H -2.499091 2.357227 -5.980039
106 H -2.276010 4.771047 -5.127079
107 H -0.809707 4.241880 -5.979336
108 H -1.492943 4.688621 -3.056968
109 H -0.133509 5.307371 -3.945669
110 H -0.476473 3.633194 -1.150335
111 H 0.828408 4.654741 -1.840127
112 H 1.251196 3.165133 -1.300790
113 H 1.532034 3.808767 -5.020332
114 H 2.208392 2.509835 -3.976355
115 H 2.309894 4.161599 -3.491478
116 H 0.645821 0.372161 -5.384955
117 H 0.645084 2.111557 -6.075010
118 H -0.275185 0.877391 -6.743320
119 C 0.041864 -2.768105 -1.935137
120 C 0.560447 -3.006449 -0.555198
121 C 1.576014 -4.157537 -0.745206
122 C 2.285884 -4.603853 0.493324
123 C 3.180025 -3.482337 1.049324
124 C 2.296896 -2.096594 1.204339
125 N 1.347172 -1.825095 -0.032474
126 O 0.756438 -0.511655 -0.132418
127 C 3.433711 -1.014875 1.319837
128 C 1.548197 -2.226298 2.566840
129 C -0.606889 -3.418088 0.395491
130 H -0.624407 -1.906168 -1.970304
131 H -0.372165 -3.666688 -2.392550
132 H 0.767094 -2.470128 -2.692334
133 H 2.256882 -3.740630 -1.487311
134 H 1.115324 -5.077247 -1.105758
135 H 3.024306 -5.392363 0.348123
136 H 1.601627 -5.076560 1.197914
137 H 4.094010 -3.392071 0.462309
138 H 3.642397 -3.722165 2.006817
139 H 4.242569 -1.177670 2.032114
140 H 3.061350 -0.051368 1.667838
141 H 3.933553 -0.797023 0.376010
142 H 2.108874 -1.947915 3.459162
143 H 1.223308 -3.250277 2.751298
144 H 0.559009 -1.768500 2.573705
145 H -1.048531 -2.532149 0.851738
146 H -0.195829 -3.873648 1.296383
147 H -1.378145 -3.975311 -0.136272
148 C 1.946224 3.043003 2.793444
149 C 0.725447 2.391826 3.416058
150 C 0.612618 2.703526 4.905210
151 C 0.073873 4.093471 5.240656
152 C -1.203714 4.376817 4.461210
153 C -1.142377 4.095719 2.910683
154 N -0.577942 2.755384 2.827860
155 O -0.808680 2.174097 1.504501
156 C -0.265290 5.130445 2.192590
157 C -2.606724 4.134538 2.450386
158 C 0.897769 0.822597 3.492471
159 H 2.105625 2.883624 1.727003
160 H 2.845891 2.739817 3.328950
161 H 1.889165 4.122643 2.932081
162 H 1.616646 2.725906 5.328933
163 H 0.008334 2.022987 5.505048
164 H 0.849845 4.825433 5.016586
165 H -0.065547 4.217659 6.314549
166 H -1.449414 5.388809 4.783072
167 H -1.924129 3.719225 4.947719
168 H -0.852543 5.943162 1.765134
169 H 0.336830 4.725342 1.379290
170 H 0.387746 5.549262 2.958245
171 H -3.263047 3.369678 2.865528
172 H -2.585290 4.024585 1.366158
173 H -3.179051 5.016361 2.738352
174 H 1.065688 0.395320 2.503871
175 H 0.181506 0.169439 3.990912
176 H 1.820706 0.636377 4.041664
177 C 8.495727 -1.409124 1.508037
178 Br 8.588317 -1.750278 -0.457241
179 Br 6.844285 -0.272951 1.961309
180 Br 10.162222 -0.573919 2.178482
181 H 8.341712 -2.316008 2.092807
182 C 6.396618 -4.506727 -1.563622
183 Br 4.850183 -5.554397 -2.328205
184 Br 7.755996 -4.261366 -3.067759
185 Br 7.288747 -5.510908 -0.105269
186 H 6.039648 -3.532304 -1.230203
187 C 3.048301 -9.025567 0.046206
188 Br 3.334735 -9.907005 1.813060
189 Br 1.187657 -9.305016 -0.460890
190 Br 4.209300 -9.931907 -1.278307
191 H 3.280846 -7.973517 0.211178
192 C 4.171742 -0.377021 5.158981
193 Br 5.666510 -1.531820 5.719802
194 Br 4.915990 1.258912 4.368507
195 Br 3.094560 0.178488 6.749106
196 H 3.568061 -0.882884 4.405460

Forces on the atoms, in the same order (eV/Å):
-0.9 0.0 1.0
0.1 -1.1 2.5
1.2 -0.2 -0.8
-1.6 -0.9 0.2
0.1 0.5 -1.3
-0.4 -1.5 1.4
0.3 -1.2 0.4
0.4 2.3 -1.1
1.5 2.1 0.8
-0.5 -0.7 0.7
1.0 -1.7 -1.5
-2.8 -0.7 0.6
-0.6 1.1 0.5
0.4 0.4 0.4
0.3 -0.1 0.2
0.1 0.0 -0.2
-0.1 -0.2 0.6
-0.3 -0.3 -0.2
0.1 -0.4 -0.7
0.6 0.8 -0.5
0.1 0.0 0.5
0.0 0.2 0.7
-0.1 0.3 -0.1
-0.4 0.1 0.4
-0.2 -0.3 -0.2
0.0 -0.2 0.1
0.3 0.4 -0.5
0.3 0.4 0.4
0.0 -0.3 -0.1
-0.3 0.2 0.1
0.0 0.0 0.0
-0.8 0.0 0.4
1.4 -0.2 0.9
0.7 -1.6 0.7
-0.7 -0.2 -1.2
-1.4 -0.9 0.8
1.9 1.3 -0.8
-0.6 -0.8 -1.6
0.4 0.5 -2.0
-0.5 -0.1 0.2
-0.3 -0.8 0.5
-0.3 1.0 -0.2
-0.2 0.1 -0.1
0.4 0.1 -0.1
-0.2 -0.1 -0.1
-0.1 -0.4 0.6
0.8 0.4 0.0
0.1 0.6 0.4
-0.1 0.5 -0.4
0.6 1.1 0.4
0.1 -0.3 0.0
-0.2 0.0 0.3
0.0 0.1 -0.4
0.3 -0.4 -0.1
0.2 0.1 -0.3
-0.2 0.0 0.0
-0.4 0.2 0.2
0.0 0.2 -0.1
-0.2 -0.1 -0.1
0.0 0.4 0.0
0.2 -0.5 -1.8
-0.5 0.9 0.1
0.1 -0.1 3.8
0.7 0.3 -2.7
0.3 0.1 1.0
-1.5 -0.6 -1.0
0.0 1.7 0.7
-1.8 -1.4 0.0
1.4 -0.5 0.4
0.8 -0.7 -0.6
1.8 0.0 0.8
-0.2 0.5 -0.3
0.0 0.9 -0.2
-0.3 -0.4 -0.2
0.1 -0.6 -0.5
-0.3 0.7 0.1
0.5 0.2 0.1
-0.6 0.1 0.0
-0.1 0.4 0.4
0.1 -0.2 -0.1
0.1 0.8 0.2
-0.6 -0.2 -0.5
0.1 -0.1 0.3
0.5 0.0 -0.2
0.5 -0.4 -0.2
-0.5 -0.7 0.4
0.2 0.1 0.1
-0.6 0.4 0.2
-0.4 -0.3 0.2
0.3 1.2 0.1
-2.7 0.3 -1.4
0.6 0.0 1.1
0.8 -0.5 1.8
-0.2 -1.8 -2.7
-1.4 3.2 2.5
-1.3 0.4 -1.6
0.2 -0.5 0.5
2.3 -0.1 -1.0
0.1 -0.7 0.0
0.7 -0.5 0.1
0.0 0.1 0.6
0.1 0.3 0.2
0.5 0.3 -0.4
-0.1 0.1 0.2
0.4 -0.5 -0.2
-0.3 -0.2 -0.5
0.1 0.0 -0.1
0.3 -0.6 0.5
0.4 -0.1 0.3
-0.1 -0.1 -0.3
-0.5 0.5 0.1
-0.3 -0.7 0.3
0.1 -0.2 -0.1
0.0 -0.2 -0.3
-0.3 0.2 0.3
1.1 0.4 -0.4
0.5 -0.1 0.6
-1.0 -0.1 0.2
-0.6 1.3 -1.0
0.2 -0.5 1.5
0.0 -0.1 0.3
1.8 0.2 0.9
-2.1 1.1 0.1
1.4 -0.6 0.3
2.9 -1.6 -0.5
0.8 -0.4 -0.3
-1.3 1.0 -0.2
-1.0 -0.6 -0.6
0.8 1.1 0.2
-0.5 -0.3 0.2
-0.5 0.0 0.4
0.9 0.0 0.1
0.4 -0.4 -0.1
-0.5 0.3 -0.6
-0.1 -0.5 -0.8
-0.2 0.5 0.3
-0.3 0.5 -0.9
-0.6 0.1 0.5
-0.2 -1.1 0.1
-0.5 0.1 -0.2
0.0 -0.3 -0.3
0.1 0.3 -0.3
0.5 -0.5 -0.1
0.3 0.8 -0.1
-0.3 0.4 -0.5
-0.2 -0.8 -0.3
0.1 -0.3 0.3
0.6 0.6 0.2
-2.0 -1.5 0.8
0.4 1.7 1.3
0.6 0.0 -1.0
0.5 0.0 0.8
0.1 -0.2 2.1
-0.6 -1.7 -2.3
0.4 0.6 1.2
-0.3 0.6 0.1
-0.1 -0.5 -0.7
0.7 0.2 -1.4
-0.4 -0.4 -0.1
0.0 -0.2 -0.1
0.0 0.0 0.0
0.4 -0.5 0.1
0.0 -0.6 -0.6
0.2 0.3 -0.3
-0.3 -0.2 0.1
-0.5 0.4 -0.7
-0.5 -0.2 -0.5
-0.2 0.2 0.1
-0.2 -0.3 0.1
0.3 0.3 -0.3
0.7 -0.7 0.0
-0.3 0.0 0.0
0.6 0.8 -0.1
-0.2 0.2 -0.2
-0.8 0.8 0.0
0.5 0.2 0.2
-0.7 1.2 -0.2
-0.1 0.1 1.6
1.9 -1.0 -0.5
-1.0 -0.4 -0.4
0.1 0.1 -0.5
0.4 -1.3 -1.2
1.2 0.9 0.8
-1.1 0.0 1.2
-0.7 0.7 -0.8
0.1 -0.1 -0.2
-0.1 -1.5 0.5
0.0 0.5 -0.7
0.6 0.5 0.1
-0.4 0.9 0.6
0.0 -0.2 -0.5
0.5 1.0 1.0
-0.7 0.2 -0.3
-0.3 -0.6 0.2
0.6 -0.7 -1.1
0.0 0.1 0.3


Record 2
Here is a structure of composition C45H49GeN6O5PZn from the Open Molecules 2025 dataset. Energies are from the ωB97M-V functional and the def2-TZVPD basis.

As for the strongest force on any atom: 0.01765 Eh/bohr. The value obtained for the electronic energy is -180856.5437 eV. The total charge is 0. Its gap between HOMO and LUMO is 5.14 eV.

Positions of all 108 atoms, in Å:
1 Zn 0.579337 2.897781 1.098261
2 C 3.099372 6.634916 0.086689
3 O 3.987727 5.788823 -0.625824
4 C 3.508641 4.602304 -1.139695
5 C 4.421660 4.074279 -2.161507
6 C 4.131278 3.034927 -2.941035
7 C 2.761591 2.463026 -2.814267
8 C 2.199230 2.604827 -1.402518
9 C 0.917941 1.708920 -1.517952
10 N 0.224136 1.657399 -0.291886
11 N -1.075509 1.220913 -0.291090
12 C -1.700241 1.593035 0.782919
13 O -1.167528 2.338269 1.759697
14 C -3.112825 1.178299 0.956470
15 C -3.817711 0.531021 -0.060895
16 C -5.139422 0.158081 0.121531
17 C -5.787491 0.421458 1.324502
18 C -5.095763 1.065998 2.340888
19 C -3.770892 1.444563 2.158504
20 C 2.422225 3.924371 -0.700200
21 O 1.663465 4.293668 0.335415
22 H 3.602312 7.598673 0.157753
23 H 2.153285 6.747851 -0.444004
24 H 2.882092 6.256519 1.084392
25 H 5.369214 4.594705 -2.250575
26 H 4.815519 2.645144 -3.683603
27 H 2.090155 2.930580 -3.544656
28 H 0.293489 1.860222 -2.400027
29 H -3.321250 0.330596 -1.007016
30 H -5.666004 -0.341055 -0.682763
31 H -6.823308 0.137095 1.461383
32 H -5.591489 1.283358 3.279529
33 H -3.230114 1.965264 2.937554
34 C 0.973714 -2.805593 4.611395
35 N -0.192835 -2.663396 3.635697
36 C -1.308729 -1.870986 4.335642
37 N -0.823583 -0.628636 4.810291
38 C 0.307753 -0.822165 5.707525
39 N 1.416854 -1.536395 5.070338
40 C 2.036656 -0.728690 3.999257
41 P 0.879692 -0.241257 2.617333
42 C 0.245885 -1.979207 2.372040
43 C -0.521189 0.308206 3.713477
44 H 1.764703 -3.336652 4.083448
45 H 0.604404 -3.409863 5.440908
46 H -0.553914 -3.589303 3.403090
47 H -1.652420 -2.503959 5.155073
48 H -2.102016 -1.733876 3.600068
49 H -0.020412 -1.392527 6.579215
50 H 0.664167 0.151654 6.037428
51 H 2.874147 -1.285871 3.573181
52 H 2.446765 0.178303 4.447662
53 H 1.032705 -2.585198 1.920116
54 H -0.602313 -1.975245 1.692704
55 H -1.409880 0.462551 3.100503
56 H -0.269976 1.286727 4.123332
57 C 5.085832 3.631782 1.458898
58 C 4.449822 3.688108 2.856836
59 C 3.090866 3.148764 2.851329
60 N 2.014366 2.753920 2.834063
61 H 6.161243 3.777104 1.550490
62 H 4.677501 4.413755 0.820135
63 H 4.893159 2.674932 0.974583
64 H 4.401499 4.712247 3.227370
65 H 5.021870 3.105593 3.580570
66 O 2.682222 1.028384 -2.948866
67 C 2.086257 0.685999 -1.695908
68 O 2.852736 1.444342 -0.739855
69 C 2.053647 -0.794298 -1.485945
70 C 0.753184 -1.347915 -0.896203
71 Ge -0.812074 -1.601027 -2.056393
72 C -1.892698 -2.808322 -0.924674
73 C -2.181245 -2.432097 0.390538
74 C -2.854604 -3.285189 1.256199
75 C -3.244431 -4.547470 0.823104
76 C -2.978499 -4.933221 -0.484295
77 C -2.314159 -4.068333 -1.347443
78 C -2.073040 -0.557720 -3.112207
79 C -2.344830 0.805006 -3.039207
80 C -3.357321 1.365754 -3.810439
81 C -4.125137 0.569560 -4.646550
82 C -3.878665 -0.795213 -4.710183
83 C -2.860312 -1.351364 -3.950582
84 C 0.030164 -2.794732 -3.409255
85 C 0.065178 -2.490733 -4.770006
86 C 0.664247 -3.344916 -5.688993
87 C 1.246823 -4.528941 -5.262551
88 C 1.236893 -4.847293 -3.910743
89 C 0.636250 -3.986978 -3.001179
90 H 2.897823 -1.014215 -0.823352
91 H 2.260879 -1.279152 -2.442105
92 H 0.467041 -0.784787 -0.013762
93 H 0.907683 -2.397790 -0.632270
94 H -1.924233 -1.426334 0.716179
95 H -3.118683 -2.953093 2.256684
96 H -3.772323 -5.215188 1.492549
97 H -3.293518 -5.908040 -0.835958
98 H -2.112295 -4.392285 -2.362604
99 H -1.808678 1.430258 -2.341824
100 H -3.551909 2.428628 -3.741029
101 H -4.923157 1.006011 -5.233938
102 H -4.478740 -1.429068 -5.351161
103 H -2.680085 -2.418433 -4.016201
104 H -0.374343 -1.565271 -5.124465
105 H 0.672237 -3.085003 -6.740324
106 H 1.707882 -5.199077 -5.977377
107 H 1.693556 -5.767488 -3.566497
108 H 0.630820 -4.263614 -1.950881

Forces on the atoms, in the same order (eV/Å):
0.1 0.2 0.1
0.0 0.1 -0.1
0.1 0.1 0.2
-0.1 0.0 -0.4
-0.1 0.1 0.0
0.0 0.0 0.1
0.1 0.0 -0.1
-0.1 0.1 0.1
0.3 -0.1 0.0
-0.1 0.1 0.0
0.4 -0.2 0.1
-0.2 0.1 0.5
-0.2 -0.1 -0.4
0.0 0.1 0.1
0.0 -0.1 -0.2
0.1 0.0 0.0
0.0 0.0 0.0
0.0 0.0 0.0
0.0 -0.1 0.0
-0.3 -0.2 0.0
0.3 -0.2 -0.1
0.0 0.0 0.0
0.0 0.0 0.0
0.0 0.0 0.0
0.0 0.0 0.0
0.0 0.0 0.0
0.0 0.0 0.0
-0.1 0.0 -0.1
-0.2 0.0 0.3
0.0 0.0 0.0
0.0 0.0 0.0
0.0 0.0 0.0
0.0 0.1 0.0
-0.1 0.1 0.0
0.0 0.0 0.0
0.0 0.0 -0.1
0.0 0.0 0.1
0.0 0.0 -0.1
0.0 0.0 0.0
-0.1 0.0 0.1
0.0 -0.1 0.1
0.2 0.1 0.1
0.1 -0.1 0.0
0.0 0.0 0.0
0.0 0.0 0.0
0.0 0.0 -0.1
0.0 0.0 0.0
0.1 0.0 0.1
0.0 0.0 0.0
0.0 0.0 0.0
0.0 0.0 0.0
0.0 0.0 0.0
0.0 -0.1 0.0
0.3 0.0 0.2
0.0 0.0 0.1
0.0 0.0 0.0
-0.1 0.0 0.0
0.0 -0.2 -0.1
0.2 0.3 0.1
-0.1 -0.2 0.1
0.0 0.0 0.0
0.1 -0.1 0.2
0.0 0.0 0.0
0.0 0.0 0.0
0.0 0.0 0.0
-0.1 0.1 0.0
-0.1 0.0 0.0
0.0 0.1 -0.1
-0.1 -0.2 0.0
0.0 0.5 0.0
0.4 -0.7 -0.4
0.0 0.0 0.2
-0.4 0.0 -0.3
0.0 0.0 0.0
0.0 0.0 0.0
0.0 0.0 0.0
0.0 0.0 0.1
-0.1 0.3 0.1
0.0 0.1 -0.4
0.0 -0.1 0.0
0.0 0.0 0.0
0.0 0.0 0.0
0.0 0.1 0.0
-0.2 -0.1 0.0
0.1 0.1 0.0
0.0 0.0 0.0
0.0 0.0 0.0
0.0 0.0 0.0
0.0 0.0 0.0
-0.1 -0.1 0.0
0.0 0.0 0.0
0.0 0.1 0.1
0.1 0.0 0.1
-0.2 0.0 -0.2
-0.1 0.0 -0.1
0.0 0.0 0.0
0.0 0.0 0.0
0.0 0.0 0.0
0.0 -0.1 0.0
0.0 0.0 0.0
0.0 0.0 0.0
0.0 0.0 0.0
0.0 0.0 0.0
0.0 0.0 0.0
0.0 0.0 0.0
0.0 0.0 0.0
0.0 0.0 0.0
0.0 0.0 0.0


| no. | HOMO energy (eV) |
| --- | --- |
| 1 | 0.210 |
| 2 | -5.643 |